[1]
{
  "formula": "C3H7NO2",
  "method": "ωB97M-V with the def2-TZVPD basis set",
  "symbols": ["C", "C", "C", "N", "O", "H", "H", "H", "H", "H", "O", "H", "H"],
  "positions_angstrom": [[1.3108, 0.7591, -0.0939], [0.0931, 1.1799, -0.4310], [-0.9148, 0.3379, -1.1591], [-0.8412, -1.0071, -0.9352], [-1.7115, 0.8487, -1.9282], [1.6345, -0.2578, -0.3020], [2.0394, 1.4206, 0.3676], [-0.2131, 2.2121, -0.2786], [-0.4669, -1.3504, -0.0560], [-1.5735, -1.5496, -1.3701], [-0.0374, -1.1579, 1.9699], [-0.1581, -0.2061, 1.8481], [0.8387, -1.2294, 2.3684]],
  "forces_ev_per_a": [[-0.114, 0.051, -0.109], [0.199, 0.037, 0.001], [-0.086, 0.047, -0.055], [-0.128, 0.000, 0.037], [0.260, -0.135, 0.202], [-0.063, 0.142, 0.024], [-0.147, -0.039, -0.060], [0.034, -0.141, -0.034], [-0.028, 0.078, -0.185], [0.086, 0.049, 0.065], [0.115, 0.097, 0.123], [0.001, -0.110, 0.022], [-0.128, -0.076, -0.029]],
  "homo_ev": -9.83,
  "relative_energy_kcal_mol": 23.7,
  "smiles": "C=CC(N)=O.O"
}

---

[2]
{
  "formula": "C31H21GeN7PtSe",
  "method": "ωB97M-V with the def2-TZVPD basis set",
  "symbols": ["Pt", "Se", "N", "C", "C", "C", "C", "C", "N", "C", "C", "N", "C", "C", "C", "C", "C", "N", "H", "H", "H", "H", "H", "H", "N", "C", "N", "C", "N", "C", "Ge", "C", "C", "C", "C", "C", "C", "C", "C", "C", "C", "C", "C", "C", "C", "C", "C", "H", "H", "H", "H", "H", "H", "H", "H", "H", "H", "H", "H", "H", "H", "H"],
  "positions_angstrom": [[-0.4136, -0.2333, -1.4269], [-6.8778, 2.1955, 1.9327], [-5.7651, 2.9650, 0.7825], [-4.8187, 2.1010, 0.5294], [-3.7130, 2.3611, -0.3852], [-3.5631, 3.5576, -1.0916], [-2.4859, 3.7099, -1.9361], [-1.5738, 2.6654, -2.0642], [-1.7179, 1.5297, -1.3956], [-2.7628, 1.3630, -0.5662], [-2.8528, 0.0816, 0.1353], [-1.8722, -0.8227, -0.0933], [-1.9215, -2.0106, 0.5058], [-2.9497, -2.3528, 1.3759], [-3.9448, -1.4378, 1.6341], [-3.9034, -0.1928, 1.0039], [-4.9138, 0.8391, 1.2120], [-5.9359, 0.6916, 2.0121], [-4.2968, 4.3422, -0.9629], [-2.3332, 4.6147, -2.5065], [-0.7169, 2.7550, -2.7207], [-1.1123, -2.6948, 0.2900], [-2.9452, -3.3290, 1.8382], [-4.7597, -1.6599, 2.3102], [0.9077, 4.2132, -4.5416], [1.4412, 3.2386, -4.2276], [2.0776, 2.1417, -3.8263], [1.4340, 1.2016, -3.3076], [0.8976, 0.2673, -2.8245], [0.1003, 1.5099, 1.5349], [1.1349, 0.2592, 0.4541], [2.7883, 1.0751, -0.1288], [3.6474, 0.5688, -1.1038], [4.8389, 1.2134, -1.3927], [5.1929, 2.3675, -0.7073], [4.3525, 2.8775, 0.2690], [3.1546, 2.2374, 0.5543], [1.1753, -1.4860, 1.3053], [0.7749, -1.5493, 2.6164], [0.6929, -2.7832, 3.2995], [0.9877, -3.9421, 2.6445], [1.3885, -3.9280, 1.2842], [1.6718, -5.1294, 0.5882], [2.0332, -5.1077, -0.7274], [2.1358, -3.8777, -1.4108], [1.8789, -2.7041, -0.7601], [1.4949, -2.6885, 0.6049], [0.6401, 1.7532, 2.4514], [-0.8600, 1.0773, 1.8136], [-0.0621, 2.4347, 0.9817], [3.3977, -0.3280, -1.6540], [5.4909, 0.8153, -2.1586], [6.1230, 2.8696, -0.9378], [4.6231, 3.7764, 0.8067], [2.5086, 2.6612, 1.3135], [0.5141, -0.6455, 3.1554], [0.3951, -2.8006, 4.3395], [0.9217, -4.8948, 3.1561], [1.5949, -6.0689, 1.1218], [2.2466, -6.0303, -1.2500], [2.4298, -3.8652, -2.4521], [1.9848, -1.7681, -1.2972]],
  "forces_ev_per_a": [[0.070, 0.024, 0.061], [0.033, 0.014, 0.033], [-0.035, -0.013, -0.031], [0.022, 0.014, 0.004], [-0.021, 0.000, 0.028], [0.021, 0.011, -0.017], [-0.013, 0.001, 0.006], [0.055, 0.008, -0.037], [-0.021, -0.066, -0.030], [-0.010, -0.011, 0.024], [-0.025, -0.005, 0.028], [0.051, 0.044, -0.100], [-0.010, 0.004, 0.019], [0.011, -0.007, -0.004], [-0.006, -0.020, 0.013], [0.004, 0.024, -0.008], [0.021, -0.001, 0.013], [-0.034, -0.015, -0.030], [-0.003, -0.002, 0.002], [0.017, 0.006, 0.002], [-0.031, -0.007, 0.003], [0.013, -0.002, -0.008], [0.001, 0.000, 0.000], [-0.001, 0.003, 0.000], [-0.037, -0.008, 0.012], [-0.064, 0.048, 0.001], [0.212, -0.016, -0.026], [-0.080, 0.028, 0.111], [-0.103, -0.066, -0.090], [0.020, -0.003, 0.018], [0.033, 0.032, 0.054], [-0.037, 0.039, 0.029], [0.037, -0.045, 0.039], [-0.013, -0.018, -0.006], [0.000, 0.004, 0.009], [0.008, 0.005, -0.004], [-0.022, 0.036, -0.072], [-0.029, -0.026, -0.053], [0.012, 0.002, 0.009], [0.000, 0.001, 0.001], [-0.002, -0.006, 0.004], [0.003, 0.006, -0.016], [0.000, 0.005, 0.007], [0.002, -0.001, -0.010], [0.003, -0.004, 0.006], [-0.013, 0.000, 0.003], [-0.013, -0.013, 0.012], [0.007, -0.003, -0.005], [0.001, 0.002, -0.005], [-0.014, 0.003, 0.005], [-0.001, 0.006, -0.006], [0.002, 0.001, 0.000], [0.000, 0.000, -0.001], [0.001, 0.001, -0.003], [-0.002, -0.006, 0.001], [-0.001, -0.001, 0.001], [-0.001, 0.001, 0.000], [0.002, 0.001, -0.001], [0.001, 0.001, 0.000], [-0.001, 0.000, 0.001], [-0.003, 0.003, -0.001], [-0.016, -0.011, 0.000]],
  "homo_ev": [-11.18, -11.17],
  "relative_energy_kcal_mol": 2.2,
  "total_charge": 1,
  "spin_multiplicity": 2,
  "s2": 0.7536
}

---

no.,E_tot (eV)
1,-8809.4999
2,-168021.7608